(1)
A structure of composition C33H57N3O21 in a non-equilibrium geometry, computed with ωB97M-V/def2-TZVPD.

XYZ file:
```
114
Properties=species:S:1:pos:R:3:forces:R:3
O 3.5611 2.0503 -1.5612 -1.2 -2.4 -0.1
O 3.9846 1.6447 5.4570 1.3 2.0 0.0
O 4.3111 1.6982 3.2913 0.7 0.9 -0.5
O -3.2136 -1.1171 4.7935 -2.1 0.3 0.9
O 4.4106 0.0011 -1.7912 -0.2 -1.0 -0.4
O -3.4949 1.1991 -0.6805 -0.8 3.1 0.4
O 0.5022 1.0247 1.3150 0.0 0.8 0.8
O -0.0764 -0.9539 2.0289 4.0 1.7 -3.2
O -2.5435 -0.3593 6.8430 0.2 -0.2 -3.4
O 1.1013 0.5135 3.4496 -4.2 -2.6 -9.1
O -5.5364 -3.1523 0.5759 -0.9 -1.1 -0.1
O 1.6326 5.5726 -4.6468 -0.2 -0.2 0.7
O -4.1172 -3.0835 -1.0480 0.2 0.4 -0.8
O 5.4368 3.2254 4.5959 -2.9 -3.6 -0.9
O -1.1350 -0.6376 5.1098 1.5 0.2 0.0
O 0.0906 -1.5675 -1.0443 -2.6 -5.8 -12.8
O -6.0631 -4.1287 -1.4594 2.5 2.6 2.7
O 2.3667 0.3540 -2.5452 15.2 8.1 3.0
O -1.9264 -2.7538 -1.5988 4.9 1.0 -0.6
O 3.3183 -1.0551 -5.8458 1.0 -0.1 -0.4
O 0.0720 -3.5526 -2.1489 0.1 0.0 1.7
N 1.7703 3.7700 -3.2868 0.6 -1.7 0.3
N -3.3794 2.2125 1.3349 -0.3 -0.3 -0.6
N 1.7737 -1.2100 -4.2276 -1.7 2.2 0.9
C -2.6283 -1.5223 3.6007 1.3 0.6 -0.7
C -0.4564 -0.9646 0.6274 1.0 1.2 5.5
C 0.5697 0.2108 2.3770 -0.2 -0.5 -1.5
C -3.9999 2.4652 2.5806 0.1 1.2 2.0
C 5.3033 0.6942 -1.0063 3.1 0.7 0.6
C -3.4182 -0.9830 2.4270 2.1 2.3 3.3
C 1.1309 2.9767 -2.2299 -0.2 1.6 -1.5
C 1.0519 -0.4456 -3.2495 -5.9 -4.3 -3.1
C -0.5239 -2.5180 -1.5465 -0.7 -0.6 -1.6
C 2.8212 3.0259 -4.0356 0.5 0.3 0.2
C 3.3483 0.4617 5.0402 -1.5 0.1 -0.2
C 2.7316 -0.5508 -4.9187 -0.7 -1.1 -1.1
C -5.3026 -3.4666 -0.7092 -4.1 -3.4 -1.5
C -2.0654 2.7421 1.1155 0.4 1.1 0.0
C -2.3245 -0.6202 5.6549 -0.6 -0.4 4.2
C -3.4716 -2.4263 -0.0044 1.7 1.4 0.4
C -2.2435 -3.9214 -2.3333 0.7 -0.1 -1.3
C 4.6646 2.5711 0.5037 0.1 0.8 0.3
C 1.5368 -2.5913 -4.1070 1.6 -1.3 -2.0
C 3.4031 0.7827 -2.0365 -2.0 0.7 -0.4
C 1.8483 0.5104 5.3786 0.6 0.8 3.6
C 0.7243 0.6678 -1.0380 -2.6 0.9 4.1
C 3.6042 0.5225 3.5380 0.3 -2.5 -1.2
C 1.2607 4.9423 -3.6635 0.3 1.2 -1.7
C -3.1364 -3.3976 -3.4451 -0.4 -0.6 -1.0
C -1.2090 -0.9663 3.7285 -2.1 0.2 2.1
C 4.7911 2.1047 -0.9146 1.1 0.8 1.0
C -0.2049 0.4674 0.1920 0.4 -1.2 -0.9
C -0.8730 -4.4026 -2.7605 0.1 -1.0 -1.2
C -3.1761 -0.9952 -0.4077 -0.9 -0.5 -1.5
C -3.9917 1.4842 0.4059 0.3 1.0 -1.1
C -4.4106 -2.4986 1.1302 -2.1 -1.5 -1.8
C 4.6515 2.2574 4.4338 2.1 3.4 2.5
H 0.1859 3.4086 -1.9005 0.0 0.5 -0.1
H -1.8531 2.9552 0.0678 -0.3 -0.6 -0.1
H 3.2864 3.4827 -4.9091 -0.9 0.6 0.0
H 0.4423 5.3147 -3.0282 0.0 -0.2 0.2
H -1.2037 0.8698 0.0230 0.5 0.9 0.0
H 3.8718 -0.2998 5.6183 -0.2 -0.5 -0.5
H -2.4100 -2.5899 3.6291 -1.1 -0.5 -0.2
H 4.2166 -0.2943 3.1561 0.3 -0.3 0.3
H -2.9595 -1.1993 1.4621 -0.1 -0.1 1.7
H -0.5324 -1.7291 3.3433 -0.3 0.2 2.6
H 1.7757 2.8616 -1.3586 -0.1 0.5 -0.7
H 2.6977 0.4693 2.9351 1.2 0.6 0.4
H -2.0113 3.7437 1.5421 0.1 -0.1 0.6
H -0.6832 -4.3521 -3.8326 -0.2 0.1 -0.1
H 0.8146 2.0241 -2.6548 0.5 0.7 -0.1
H 3.6804 2.8388 -3.3916 -0.2 0.4 -0.1
H -2.4968 -2.9049 0.0901 -0.8 -0.5 1.3
H -3.3254 2.2123 3.3986 0.2 -0.3 0.1
H 0.5549 -2.9567 -4.4075 -0.4 0.8 0.5
H -4.9941 1.2071 0.7673 -0.1 -0.4 -0.4
H -2.5435 -2.9583 -4.2473 0.3 0.4 0.3
H 1.7349 0.9851 6.3533 0.3 -0.6 0.6
H 0.9621 1.7310 -1.0057 -0.4 -1.7 0.9
H 4.2670 3.5853 0.4687 -0.2 0.0 0.4
H -3.7127 -4.1497 -3.9840 -0.1 -0.4 0.4
H 4.0906 1.9269 1.1697 -0.4 0.1 -0.6
H 1.0591 0.6237 -3.4610 -1.7 -0.9 -1.2
H 2.5088 2.0217 -4.3219 -0.6 0.6 0.0
H 5.6196 2.6443 1.0240 0.3 0.0 -0.3
H 6.2642 0.7473 -1.5181 0.2 -0.5 0.1
H -4.6712 -1.4914 1.4555 -2.1 -2.3 -3.7
H 5.4478 0.2311 -0.0303 -0.2 -0.1 -0.1
H 1.3428 -0.4541 5.3307 0.5 -0.1 0.6
H 1.2045 1.0529 4.6863 1.4 1.4 3.3
H 0.2363 -1.5827 0.0561 1.2 -0.3 6.4
H -4.4625 -1.2948 2.4421 1.8 1.8 3.6
H 5.3405 2.8180 -1.5291 0.6 -0.1 0.3
H -1.4581 -1.3799 0.5166 1.3 0.1 0.6
H -2.6576 -1.0227 -1.3661 -0.6 0.6 0.2
H 0.0138 -0.7502 -3.1171 -1.1 -0.8 -1.6
H -1.2946 2.0914 1.5285 -0.2 0.5 0.2
H 0.1347 0.4177 -1.9200 0.2 0.7 1.0
H -3.8558 -2.6818 -3.0475 0.4 -0.1 -0.4
H 2.0995 -3.0529 -4.9184 0.7 -0.3 0.3
H 2.8600 0.5027 -4.6257 0.0 -0.6 -0.3
H -0.7503 -5.4524 -2.4943 0.5 0.2 0.4
H -4.0843 -0.4092 -0.5488 -0.1 -1.5 0.0
H -1.0517 -0.0572 3.1480 -1.7 0.0 1.8
H -2.6059 -4.7346 -1.7044 -0.7 0.6 0.2
H 1.8584 -2.9288 -3.1217 -0.1 -0.2 -0.4
H -3.9134 -2.9880 1.9677 -1.0 -0.7 0.1
H -4.1548 3.5341 2.7279 -0.1 0.2 -0.2
H -3.3943 0.1065 2.4504 0.2 0.1 0.5
H -4.9478 1.9902 2.8331 0.1 -0.4 -0.8
H -2.5184 -0.4106 0.2356 -1.1 -0.4 -0.6
H 1.6487 0.0974 -0.9474 -1.2 0.2 1.2
H 1.4752 -0.6807 -2.2730 -3.0 -2.7 -1.2
```
Forces are in eV/Å.

Summary:
E, eV: -82585.7810
Max |F|, eV/Å: 17.5
Total charge: 0
ΔE to the lowest compared entry with this formula, charge and spin, kJ/mol: 2503.59
Gap between HOMO and LUMO, hartree: 0.30740


(2)
A structure of composition C33H58As3NPSn, computed with ωB97M-V/def2-TZVPD.

XYZ file:
```
97
Properties=species:S:1:pos:R:3:forces:R:3
Sn -0.9784 0.1252 -0.0205 -0.3 -0.2 -0.1
As -1.2900 -0.6051 3.7112 0.3 0.0 -0.2
As 3.1437 -3.7237 4.6806 0.1 -0.1 0.0
As 1.4385 -1.4507 -0.0337 -0.1 0.2 0.1
P 0.0089 2.5351 -0.2558 -0.1 0.3 0.1
N -1.2436 0.5178 -2.0693 0.2 0.2 0.2
C -1.0946 0.0024 5.5615 -0.1 0.0 0.0
C 0.7579 -0.6734 -3.7555 -0.2 -0.1 0.0
C -2.9178 -1.0896 -2.8320 -0.1 0.0 0.1
C -0.3204 -3.3008 2.0041 0.1 0.2 0.1
C -0.3408 4.0986 -2.5653 0.0 -0.1 0.1
C -1.4160 1.9931 -3.9960 0.0 0.1 0.0
C 0.4015 -1.6491 3.8196 0.0 -0.2 -0.1
C -1.2274 3.2277 -4.5798 0.0 0.0 0.0
C -0.8542 3.6403 0.9505 -0.1 0.0 -0.2
C 4.0507 -2.0576 4.1771 0.0 0.0 0.0
C -2.5746 -2.0289 4.0843 -0.1 0.0 0.0
C -0.4996 5.6557 -4.5490 0.0 -0.2 0.0
C 1.1222 -3.0814 -1.0346 -0.1 -0.1 0.0
C -2.2492 3.0765 1.2526 0.1 0.1 0.0
C -2.6426 -4.1350 -5.1153 0.1 0.1 0.1
C -2.2806 -2.9058 -4.3180 0.0 -0.1 -0.1
C -0.6817 4.3124 -3.8833 0.0 0.1 -0.1
C -0.9863 -2.3901 -4.3543 0.0 0.0 0.0
C -0.6355 -1.2479 -3.6477 0.1 0.1 -0.1
C -1.6081 -0.6072 -2.8669 0.1 0.0 -0.1
C 1.5653 -3.8551 3.4831 0.0 0.0 0.0
C 2.4696 2.3124 -1.4439 0.0 0.1 0.1
C -3.9868 -0.3664 -2.0458 0.1 0.0 -0.2
C 1.8979 -2.0808 1.7639 0.0 0.0 0.0
C 2.2530 4.2590 0.1506 0.1 -0.1 0.0
C -1.0655 1.7618 -2.6527 0.0 0.1 0.0
C -0.5345 2.8595 -1.9334 -0.1 -0.2 0.0
C 2.3055 -3.0293 6.3109 0.0 0.0 0.1
C 0.8708 -2.6816 2.7545 -0.2 0.1 0.1
C -3.2291 -2.2379 -3.5558 0.0 0.0 0.0
C 3.2655 -1.0579 -0.5636 0.0 0.0 0.0
C 1.8260 2.8214 -0.1503 0.1 0.0 -0.1
C -0.9775 5.1002 0.5045 0.0 0.0 0.1
H -2.8351 2.9732 0.3339 0.0 0.0 0.0
H -1.6256 5.1831 -0.3677 0.0 0.0 0.0
H 1.8422 4.6293 1.0895 0.0 0.0 0.0
H 0.0908 4.9198 -2.0066 0.0 0.0 0.0
H -0.0217 5.5627 0.2691 0.0 0.0 0.0
H 1.1801 -0.4742 -2.7671 0.0 0.0 0.0
H 3.3213 -0.8405 -1.6268 0.0 0.0 0.0
H 1.4191 -1.3518 -4.2947 0.0 0.0 0.0
H 4.5177 -2.1412 3.1974 0.0 0.0 0.0
H 2.1344 2.1898 0.6891 0.1 0.0 0.0
H -2.9032 -2.5153 3.1687 0.0 0.0 0.0
H 0.0119 -4.0544 1.2891 0.0 0.0 0.0
H -2.1435 -2.7689 4.7604 0.0 0.0 0.0
H -1.5095 3.3612 -5.6196 0.0 0.0 0.0
H 1.4524 -3.6509 6.5843 0.0 0.0 0.0
H 4.8417 -1.9177 4.9145 0.0 0.0 0.0
H -3.7833 -0.3761 -0.9738 0.0 0.0 0.1
H -3.4412 -1.5751 4.5645 0.0 0.0 0.0
H 0.1333 6.3135 -3.9541 0.0 0.0 0.0
H 1.4243 -2.9256 -2.0678 0.0 0.0 0.0
H -4.2464 -2.6152 -3.5280 0.0 0.0 0.0
H -0.2468 3.5830 1.8590 0.0 0.0 0.0
H -2.7380 -3.8951 -6.1761 0.0 0.0 0.0
H 3.6367 -0.2043 0.0000 0.0 0.0 0.0
H 2.6624 -2.8294 1.5404 0.0 0.0 0.0
H -0.2334 -2.8876 -4.9595 0.0 0.0 0.0
H -2.2067 2.1135 1.7622 0.0 -0.1 0.0
H 2.2093 2.9662 -2.2769 0.0 0.0 0.0
H 0.8280 -4.3558 4.1189 0.0 0.0 0.0
H -4.0527 0.6803 -2.3507 0.0 0.0 0.0
H 1.7079 -3.8915 -0.6006 0.0 0.0 0.0
H -1.0032 -3.7916 2.6973 0.0 0.0 0.0
H 1.8655 -4.5972 2.7392 0.0 0.0 -0.1
H 3.0398 -3.0977 7.1127 0.0 0.0 0.0
H 3.3416 4.2900 0.2311 0.0 0.0 0.0
H 3.8762 -1.9342 -0.3423 0.0 0.0 0.0
H -1.4604 6.1554 -4.6886 0.0 0.0 0.0
H 0.0651 -3.3360 -1.0133 0.0 0.0 0.0
H -1.8345 1.1788 -4.5758 0.0 0.0 0.0
H -0.0429 5.5451 -5.5331 0.0 0.0 0.0
H -0.2392 0.6717 5.6448 0.0 0.0 0.0
H -1.9862 0.5441 5.8728 0.0 0.0 0.0
H -2.7884 3.7634 1.9078 0.0 0.0 0.0
H -1.4326 5.6743 1.3133 0.0 0.0 0.0
H -0.8844 -2.5309 1.4682 -0.1 0.0 0.0
H 0.3061 -2.1642 4.7763 0.0 -0.1 0.0
H 2.4252 -1.2375 2.2105 0.0 0.0 0.0
H -4.9581 -0.8325 -2.2017 0.0 0.0 0.0
H -0.9492 -0.8549 6.2209 0.0 0.0 0.0
H 0.7507 0.2833 -4.2828 0.0 0.0 0.0
H 1.9670 4.9385 -0.6529 0.0 0.0 0.0
H 3.5565 2.3010 -1.3443 0.0 0.0 0.0
H 3.3943 -1.1886 4.2077 0.0 0.0 0.0
H 1.9853 -1.9929 6.2118 0.0 0.0 0.0
H 2.1311 1.3098 -1.7029 0.0 -0.1 0.0
H -1.8727 -4.9022 -5.0222 0.0 0.0 0.0
H -3.5900 -4.5572 -4.7830 0.0 0.0 0.0
H 1.1685 -0.8867 3.9708 0.1 0.0 0.0
```
Forces are in eV/Å.

Summary:
E, eV: -234283.5893
Max |F|, eV/Å: 0.4
Total charge: +1
Gap between HOMO and LUMO, hartree: 0.27781


What are the LUMO values for these records? In order: -0.356, -2.402 eV.